Record 1
100
Properties=species:S:1:pos:R:3 method="wB97M-V/def2-TZVPD" max_force_ev_per_a=7.3 total_charge=+1 lumo_ev=-6.22 multiplicity=1
C -5.343 -2.001 -0.335
O -2.731 2.030 0.843
H -2.551 -5.372 -0.621
C -5.879 -3.152 -1.154
C 0.917 5.003 1.647
C 2.502 4.350 -0.351
H -4.708 -4.638 2.641
O -1.505 3.345 2.680
H -0.034 5.403 2.000
H 6.203 2.160 1.692
H 1.654 6.871 -0.491
C -4.360 -1.411 1.831
C 3.495 -1.500 0.038
H -4.431 -1.493 -0.651
H -3.718 -6.817 -0.481
H 2.595 -0.146 1.723
H -6.211 -1.342 -0.330
H -4.163 -4.072 -1.850
H 1.166 4.061 2.135
C 6.964 -0.253 2.157
H 0.297 7.171 -2.474
H -6.810 -3.468 -0.683
C -5.728 -5.794 0.654
H 3.774 -2.553 0.002
O 1.521 -3.903 -2.119
H -5.781 -6.688 0.034
C 4.914 -1.500 -1.875
O 0.245 2.636 0.297
H 1.000 2.196 -0.100
H -5.505 -5.067 -1.714
H 5.564 -2.176 -1.319
H -4.939 -0.495 1.947
H -2.375 3.044 -1.112
H 4.421 1.396 -1.505
O 6.474 0.597 -0.490
H 2.825 4.759 -1.308
C -3.385 -5.849 -0.107
H -7.090 -1.982 1.564
H 3.325 4.582 0.325
V -1.503 1.980 1.811
O -0.179 -1.895 -0.728
N -0.043 3.853 -0.333
H 1.785 5.619 1.885
H -0.863 5.055 -3.413
H 4.268 1.945 1.648
H 3.123 1.103 -0.518
C 3.206 -1.016 1.483
H 5.167 1.790 2.955
C 0.411 6.188 -2.017
H 5.553 -0.918 -2.540
H -2.255 3.120 -2.890
C 0.751 6.263 -0.548
C 4.533 -0.899 2.211
H 0.765 1.915 -2.701
C 3.758 0.576 -1.231
C -5.020 -4.238 -1.198
C 0.800 3.004 -2.731
H 0.629 3.109 -3.802
H -6.626 -5.226 0.408
H 5.021 -1.869 2.308
C -6.557 -2.890 1.845
H -6.486 -2.911 2.933
H 7.330 -1.272 2.034
C -5.172 -2.579 1.110
N -4.223 -3.763 0.989
C 5.280 1.614 1.885
H -2.792 -5.971 0.799
C -4.563 -4.885 0.160
H 4.085 -1.932 -2.436
H -3.384 -1.217 1.386
O -0.733 -0.074 0.335
H -7.213 -3.705 1.540
O -3.897 -4.303 2.251
N -0.677 -1.280 0.196
O -1.241 -2.018 1.057
H 4.441 -0.459 3.204
H 1.402 6.052 -2.448
H 2.647 3.273 -0.266
C 0.994 4.800 0.109
H -6.092 -2.957 -2.205
H 2.531 -1.637 2.073
H 3.113 0.144 -1.997
H 7.168 0.089 -0.915
H -0.067 6.677 0.042
C 5.577 0.052 1.506
N 5.694 -0.294 0.101
H -1.496 1.873 -1.962
H 1.849 3.247 -2.564
V 0.011 -4.140 -1.596
H -4.195 -1.803 2.835
H 2.523 -1.532 -0.454
C -0.661 5.179 -2.349
H 7.759 0.392 1.783
H -1.552 5.436 -1.776
H 6.922 -0.037 3.225
C 4.492 -0.604 -0.714
O -0.890 -4.554 -2.835
H -5.856 -6.063 1.703
C -0.255 3.720 -1.822
C -1.704 2.943 -1.966

---

Record 2
8
Properties=species:S:1:pos:R:3 method="wB97M-V/def2-TZVPD" max_force_ev_per_a=3.4 lumo_ev="-0.02 / -3.18" s_squared=2.011 multiplicity=3
H -2.069 0.027 -0.460
N 0.947 -0.189 0.523
C -0.249 0.557 0.188
Br 2.183 0.499 1.751
N -1.066 -0.112 -0.732
H -0.688 -0.833 -1.393
O -0.621 1.552 0.752
Br 1.564 -1.501 -0.629

---

Record 3
272
Properties=species:S:1:pos:R:3 method="wB97M-V/def2-TZVPD" max_force_ev_per_a=3.8 lumo_ev=0.13 multiplicity=1
C 1.838 -0.562 0.103
H 0.344 3.594 8.053
H 1.741 -2.255 6.174
C -1.539 -2.595 -4.790
H -1.029 -2.258 8.300
H -0.380 -1.715 0.415
N -1.075 -2.831 4.996
C -7.100 -4.033 1.559
H -1.841 -5.750 0.434
H 1.570 0.931 2.325
H -2.050 5.085 0.181
H -2.081 0.716 -2.355
H -5.493 -0.882 -2.436
H 6.880 2.489 -2.756
O -3.676 -3.679 -1.508
H -3.623 0.351 -6.778
C 1.337 0.910 0.261
C -8.922 -4.596 3.059
H 4.023 3.625 -6.476
H -5.280 0.921 -0.700
H -1.689 -0.210 -9.062
H 4.668 -2.330 1.353
C -1.083 0.660 -1.982
H -2.625 5.861 -2.595
H 8.641 1.055 0.541
H 8.048 -0.459 1.197
H 5.506 -0.634 -3.210
C -5.633 4.691 2.460
C -0.955 0.084 -0.524
C -1.364 -3.291 -8.682
H -4.856 -1.788 5.832
H 1.034 3.947 -7.636
C 0.514 -2.526 -7.197
C -0.185 -4.937 4.343
H 5.196 2.061 -0.617
H -2.404 -2.832 7.224
H -2.633 -3.620 -6.368
C 3.714 3.077 -5.516
H -4.500 5.174 4.010
C -5.081 -2.124 3.321
C 1.347 4.710 -6.914
N -0.135 0.824 0.510
H -3.669 2.852 4.088
H 1.594 6.611 0.739
H -5.711 -1.319 2.992
H -9.195 -4.734 4.129
H 1.595 -2.308 -0.852
C -2.012 -5.134 -0.476
H 4.330 -0.053 -1.980
H -7.765 -3.248 1.272
H 9.349 -0.431 -2.937
C 9.015 -2.084 -0.845
H 1.807 -1.042 1.100
H 0.571 -1.868 2.968
N -7.136 -3.431 4.020
H 5.599 3.967 2.404
C 2.029 -5.178 -1.372
H 1.606 -4.611 5.539
H 3.384 4.836 -2.063
H -1.255 -4.309 -0.403
C -2.967 4.085 -1.374
C 3.914 4.498 3.582
H 3.219 3.631 3.370
H -3.322 3.791 1.382
O -1.177 -1.515 4.514
O -2.935 4.731 -0.084
C 3.384 5.699 -2.728
H 1.948 2.196 -6.461
H -0.164 3.457 -4.153
C 3.302 5.262 -4.209
H 0.472 -4.330 7.710
H -3.595 -4.042 0.439
C 4.323 -2.499 3.476
H -0.295 3.435 2.181
H 1.944 2.216 -4.670
H 8.941 2.214 -1.593
H -4.493 -5.124 2.764
C -5.044 -5.341 3.718
H 0.719 4.361 3.340
H -4.353 2.062 5.496
H -3.325 -4.121 -2.310
N 7.183 -0.618 -1.493
H 2.442 6.225 -2.506
O -1.039 -0.433 -8.386
H -0.602 2.675 -0.025
C 8.699 -0.014 0.454
H -2.386 -0.706 -4.167
H -6.588 -6.417 2.518
O 1.359 4.065 5.136
C -2.652 0.715 -6.477
C 1.768 1.711 -0.955
H -1.730 -2.509 2.346
H -8.360 -1.937 4.289
H 1.483 -4.580 0.514
H -0.574 1.626 -2.189
O 0.914 -5.131 -1.921
O 5.766 -1.002 2.341
H -4.202 -1.610 3.791
H -0.380 2.669 4.867
H 0.739 -6.033 6.074
H -2.857 1.397 -5.651
H -1.108 2.679 6.449
H 1.024 -3.444 -7.523
H 4.624 4.133 4.331
C 0.776 -1.993 6.640
H -7.075 -1.278 -1.768
C 5.230 0.237 -2.604
H -1.058 -5.547 4.510
N 1.256 6.082 1.549
H -4.122 -5.503 -0.516
H -0.830 -1.987 -1.370
C -1.559 -3.557 2.655
H 5.193 4.052 -4.378
C -0.454 -2.847 6.361
C -1.592 -3.296 -6.166
O -3.716 3.243 2.069
H -2.450 1.676 2.941
H -0.459 0.035 -2.702
H 8.285 -2.706 -0.311
C -5.850 -2.193 5.611
H 0.838 -2.365 -6.148
C 4.572 -1.720 2.284
H -1.011 -4.046 1.833
H 5.954 0.809 0.391
C -1.721 -0.442 -6.177
H -0.140 2.865 -5.840
H -0.692 5.260 -1.421
H -6.067 -3.640 1.481
H 0.130 0.582 -6.601
C 9.387 0.184 -2.025
H -5.201 -4.624 5.768
C 0.359 5.114 1.362
H -9.220 -5.469 2.485
O -3.065 0.099 5.545
H -1.047 -4.348 -8.640
H -1.601 -1.184 6.941
C 6.092 1.437 -0.455
C -6.093 -0.852 -1.537
H 2.034 5.954 2.250
C -0.545 -3.576 3.828
O 4.220 4.850 1.134
H 1.303 -0.894 -1.941
N -3.580 2.189 4.852
H -6.960 0.927 -0.954
H 10.442 0.317 -1.767
C 8.754 1.542 -2.396
H 6.912 2.101 -0.219
H 5.864 -0.560 3.165
H -9.351 -3.663 2.730
C 2.234 2.782 -5.564
H 0.642 -0.970 6.287
H -4.580 -6.237 4.091
C -0.005 3.733 -5.221
C -5.726 -3.026 4.376
H 2.856 1.854 -0.948
H 7.192 1.110 -3.750
H -3.866 -3.992 4.824
C 4.840 4.821 2.419
H -0.980 -2.780 -9.589
H -5.557 2.591 2.340
H -4.722 -2.762 2.481
C 1.155 -1.335 -0.978
H 9.688 -0.255 0.845
H -6.999 -6.136 4.249
H -2.874 -0.833 -0.541
H -1.012 -5.713 -1.994
H -2.359 -0.318 1.077
O 3.147 5.675 3.839
N 1.006 3.925 7.409
C 4.117 3.894 -4.323
H 2.556 5.583 4.598
H 0.501 5.374 -6.924
H 0.297 -5.520 3.569
H 0.960 -3.423 2.278
C -0.994 -2.572 -7.372
C -0.149 -4.272 6.771
N 2.264 -4.861 -0.033
N 1.849 4.917 -4.362
H -4.048 4.051 -1.651
H -6.180 -2.763 6.470
H -6.772 4.657 2.409
H -5.302 3.489 0.710
H 3.029 -5.731 -3.060
C -1.486 -2.234 7.292
H -2.572 3.066 -1.356
H -2.450 -3.315 -8.755
N 0.186 4.319 2.468
H -2.803 0.945 -0.034
C 6.444 0.671 -1.712
H -5.263 -2.357 -0.736
H -2.198 1.360 -7.245
C -6.522 -5.662 3.355
H 0.340 -0.565 -5.336
H 4.007 3.953 0.887
H -0.484 -2.388 -4.644
H 3.063 1.407 1.593
N -0.428 3.040 5.796
H 6.300 -1.077 0.128
H 4.862 6.488 -4.881
O -1.894 -5.922 -1.677
H -1.764 0.059 3.183
H -1.852 -1.113 5.044
H -1.125 -4.760 6.908
C -3.465 -4.633 -0.467
N -2.213 0.905 3.510
H 0.332 5.830 -3.540
H -0.945 -4.186 -6.131
H -6.882 1.569 -2.944
H -7.346 -4.809 0.842
H -5.220 5.564 1.901
H 1.927 4.207 7.618
O -6.006 1.419 -2.588
H 1.451 2.749 -1.105
C 0.612 3.809 6.088
O 6.377 -1.531 -0.739
H 3.134 -4.856 0.438
C 7.277 1.483 -2.731
O -0.226 4.910 0.289
H 5.229 -3.087 3.706
O -5.436 -1.468 -0.422
O -0.844 4.844 -2.266
H 2.964 -0.528 -0.125
C 1.422 4.037 -5.517
H 1.488 1.271 -1.927
H 4.198 6.398 -2.681
H 3.064 -1.665 4.826
O 0.986 6.072 -4.219
H -2.480 -4.119 2.840
O 4.029 -1.728 4.587
C -2.372 -1.306 -5.073
H 0.862 -1.698 -7.801
O -0.664 2.117 0.771
N -1.743 -1.233 -7.478
C -2.358 -0.018 0.003
H -0.574 0.867 -5.002
C 0.710 -2.934 3.243
H 3.517 -3.225 3.261
H 5.013 1.096 -3.275
H -3.381 -1.519 -5.378
N 3.070 -5.746 -2.055
C -5.105 3.349 1.800
C -7.414 -4.414 2.983
H 9.302 1.919 -3.301
H -2.087 -3.250 -4.110
C -2.974 0.950 4.656
H 3.778 6.271 -6.140
O -5.401 4.855 3.867
H 9.980 -2.080 -0.264
C -6.044 0.675 -1.395
H 2.276 5.138 -7.228
H 9.189 -2.480 -1.854
C -0.380 0.136 -5.754
H -6.557 -1.384 5.633
O -7.735 -2.119 3.574
H 1.015 -1.973 7.739
H 3.975 3.329 -3.400
H 3.731 -1.055 2.080
C 3.812 6.364 -5.075
H 5.407 5.741 2.563
C 0.624 -5.005 5.681
C 8.517 -0.609 -0.919
H 3.415 7.352 -4.834
H 1.566 -2.985 3.902
H 1.776 2.559 1.689
H 4.311 2.185 -5.489
C -2.242 4.830 -2.518
H -0.745 4.542 -5.431
H -2.281 4.333 -3.462
H 3.977 -5.577 -1.698
C -4.927 -4.253 4.771
C -0.280 -1.348 -0.590
C 1.985 1.502 1.527

---

What is the multiplicity in the first record?
1

---

The highest multiplicity belongs to which entry?
CH2Br2N2O

---

Which value of multiplicity does entry 1 give?
1

---

What did the second record say?
8
Properties=species:S:1:pos:R:3 method="wB97M-V/def2-TZVPD" max_force_ev_per_a=3.4 lumo_ev="-0.02 / -3.18" s_squared=2.011 multiplicity=3
H -2.069 0.027 -0.460
N 0.947 -0.189 0.523
C -0.249 0.557 0.188
Br 2.183 0.499 1.751
N -1.066 -0.112 -0.732
H -0.688 -0.833 -1.393
O -0.621 1.552 0.752
Br 1.564 -1.501 -0.629